(1)
The following is a DFT calculation (ωB97M-V/def2-TZVPD) of C5H17Li3N4O5 as an isolated structure at a distorted geometry.

The geometry in XYZ format:
```
34
Properties=species:S:1:pos:R:3:forces:R:3
Li -1.042252 -1.677996 -0.260318 0.4 0.7 -0.4
Li 2.122938 -1.570216 -2.411888 -0.4 0.8 0.5
Li 2.031468 -3.277506 -0.400448 0.8 0.4 1.5
C 1.057168 -0.144836 0.217562 0.2 -0.1 -0.6
O 1.034668 -1.195216 -0.665868 -0.3 -4.6 -3.2
H 2.090518 0.197084 0.159472 -0.2 1.0 1.0
H 0.331168 0.526184 -0.241518 0.1 1.1 1.0
H 0.729198 -0.552186 1.173912 0.3 0.9 0.6
C -3.340972 0.176714 -0.171998 -2.2 1.3 3.5
C -2.961712 1.101594 1.022852 -0.6 -3.5 1.0
O -2.572052 2.295304 0.501252 0.0 2.2 -0.7
O -2.215952 -0.074746 -0.909428 1.3 -0.7 -1.7
H -4.136052 0.748424 -0.650638 0.3 0.2 -0.9
H -3.905142 -0.717426 0.093192 0.6 -0.3 0.4
H -2.164212 0.782954 1.694092 0.8 -1.1 -0.5
H -3.735932 1.040254 1.787642 -1.0 1.0 -0.5
H -2.459412 2.858674 1.270362 0.1 0.8 -0.1
H -2.152552 0.724364 -1.437628 0.6 -0.3 -0.2
C 3.955578 -2.733146 1.918832 -1.2 -0.1 -0.5
O 3.644188 -3.072646 0.780272 -2.1 0.9 -4.2
N 4.343878 -3.661236 2.659612 2.8 -5.6 3.6
N 3.750718 -1.617376 2.536212 -0.8 4.1 0.0
H 4.422708 -4.564626 2.214892 0.3 0.0 0.3
H 4.638368 -3.603076 3.623972 -0.1 0.1 -0.2
H 3.364548 -0.865136 1.983852 0.4 0.2 0.5
H 4.191358 -1.428896 3.425272 -0.2 0.2 -0.2
C -1.140082 2.122554 -2.839248 -2.3 3.2 0.8
O -0.659122 1.606404 -3.812428 2.8 -3.3 -4.1
N -2.339682 2.578164 -2.861558 -5.0 -0.3 -0.3
N -0.553582 2.677264 -1.863588 4.7 0.3 3.4
H -2.550432 3.073584 -2.007018 -1.2 0.2 -0.4
H -3.111552 2.287124 -3.444318 0.1 0.0 -0.4
H -1.114812 3.339134 -1.346818 0.9 0.1 0.5
H 0.447038 2.620494 -1.738548 0.0 0.3 0.2
```
Positions in Å, forces in eV/Å.

Summary:
⟨S²⟩ ... 0.754
Charge ... +3
E_LUMO (alpha / beta) ... -10.0 / -14.4 eV
Gap between HOMO and LUMO (alpha / beta) ... 0.2960 / 0.1336 Ha
2S+1 ... 2

=====

(2)
The following is a DFT calculation (ωB97M-V/def2-TZVPD) of C4H5ClCuN as an isolated structure at a distorted geometry.

The geometry in XYZ format:
```
12
Properties=species:S:1:pos:R:3:forces:R:3
Cu 4.871431 3.056867 -0.588874 -1.7 -0.6 0.4
Cl 2.651192 2.295411 -0.018456 1.6 0.5 -0.4
N -1.263467 -1.549882 -0.081630 -0.3 0.5 -0.7
C -1.429818 -0.445080 -0.899509 0.5 -1.2 0.3
C -0.576675 0.556061 -0.407468 0.2 1.0 1.1
C 0.017144 0.102357 0.757729 -0.1 -0.1 -1.1
C -0.410385 -1.252746 0.903982 -0.6 -0.5 0.5
H -1.758181 -2.418435 -0.215461 0.1 -0.1 0.1
H -2.065280 -0.574845 -1.760837 0.0 0.5 -0.1
H -0.466618 1.580075 -0.728370 0.0 -0.2 -0.4
H 0.719696 0.650679 1.363596 0.0 -0.1 0.1
H -0.289040 -2.000460 1.675297 0.5 0.2 0.1
```
Positions in Å, forces in eV/Å.

Summary:
⟨S²⟩ ... 0.764
Charge ... +1
E_LUMO (alpha / beta) ... -4.1 / -7.2 eV
Gap between HOMO and LUMO (alpha / beta) ... 0.3093 / 0.1927 Ha
2S+1 ... 2

=====

E_tot: -817.5352; -2310.5300 (a.u.)